ORCA calculation (ωB97M-V with the def2-TZVPD basis set) on a structure of composition C3H7N2P at a distorted geometry.

Summary:
Spin multiplicity: 1
Gap between HOMO and LUMO, eV: 8.49
Relative energy (zero: lowest compared OMol25 entry of this formula, charge and spin), eV: 2.553

Last column: natural (NBO) charge in e.
Positions of all 13 atoms, in Å:
P -2.85148 0.24255 0.03561  0.2190
N 1.66325 1.29356 0.16386  -0.1213
N 0.54114 1.76108 0.00569  -0.1387
C -0.46752 0.68194 -0.13530  -0.1908
C 0.23756 -0.64456 0.06702  -0.4957
C 1.77275 -0.15277 -0.02262  -0.3127
H 0.04766 -1.00706 1.09650  0.2057
H -0.07585 -1.35941 -0.69436  0.2219
H 1.86973 -0.19020 -1.10671  0.2237
H -2.40910 0.14221 1.48064  0.0057
H -2.22594 -0.92817 -0.38569  -0.0379
H -0.61427 0.68928 -1.24923  0.1864
H 2.51206 -0.52844 0.74459  0.2348



ORCA calculation (ωB97M-V with the def2-TZVPD basis set) on a structure of composition C3H7N2S at a distorted geometry.

Summary:
Spin multiplicity: 1
Total charge: +1
Gap between HOMO and LUMO, eV: 10.11
Relative energy (zero: lowest compared OMol25 entry of this formula, charge and spin), eV: 3.482

Last column: natural (NBO) charge in e.
Positions of all 13 atoms, in Å:
S 0.13918 0.85487 -0.12233  0.7265
N 2.27584 0.25038 0.05153  -1.0349
N -1.52487 1.33072 -0.02743  -0.7006
C -0.31701 -0.79030 -0.11034  -0.3008
C -1.68103 -0.95923 0.01763  -0.3663
C -2.28668 0.26245 0.13577  0.1867
H -1.83307 2.26660 0.32131  0.4666
H 2.87781 0.71767 -0.72045  0.4127
H 2.77582 -0.67028 0.30029  0.4088
H 0.38018 -1.53026 -0.45402  0.2737
H 2.36146 0.80689 0.82057  0.3799
H -3.92125 0.42769 0.43534  0.2626
H -2.09818 -1.94934 0.31573  0.2853



| no. | E (a.u.) | HOMO level (Ha) |
| --- | --- | --- |
| 1 | -569.1977 | -0.3326 |
| 2 | -625.8442 | -0.5349 |